49
Properties=species:S:1:pos:R:3 method="wB97M-V/def2-TZVPD" energy_ha=-3266.129366 total_charge=+1 spin_multiplicity=1
Au 0.13 -0.21 0.29
C -1.31 -0.56 3.01
N -0.08 0.08 2.53
C 1.04 -0.25 3.42
C -0.27 1.54 2.41
C 0.89 2.20 1.68
N 1.30 1.36 0.55
C 2.25 1.79 -0.36
C 2.68 0.96 -1.39
F 2.16 -0.29 -1.50
C 3.66 1.33 -2.31
F 3.98 0.45 -3.26
C 4.29 2.55 -2.24
C 3.90 3.37 -1.21
F 4.48 4.57 -1.07
C 2.92 3.02 -0.30
F 2.64 3.92 0.67
H -1.53 -0.24 4.04
H -1.20 -1.64 2.99
H -2.15 -0.28 2.37
H 0.87 0.19 4.41
H 1.97 0.13 3.01
H 1.11 -1.33 3.52
H -0.39 2.01 3.39
H -1.19 1.70 1.84
H 1.74 2.30 2.36
H 0.59 3.20 1.39
H 5.05 2.83 -2.95
C -4.63 0.03 -1.33
N -3.25 0.46 -1.28
C -2.24 -0.21 -1.82
S -0.65 0.58 -1.79
N -2.46 -1.37 -2.39
C -1.49 -2.22 -3.08
H -5.25 0.80 -0.86
H -4.77 -0.90 -0.78
H -4.96 -0.09 -2.36
H -3.01 1.37 -0.91
H -3.40 -1.73 -2.35
H -0.52 -1.73 -3.07
H -1.82 -2.37 -4.10
H -1.43 -3.18 -2.57
Cl 1.27 -3.50 -1.40
C 0.59 -3.67 0.23
Cl 1.67 -2.81 1.37
Cl 0.57 -5.35 0.70
C -0.87 -3.10 0.21
O -1.77 -3.89 0.10
O -1.09 -1.81 0.18

***

12
Properties=species:S:1:pos:R:3 method="wB97M-V/def2-TZVPD" energy_ha=-248.024195 total_charge=+1 spin_multiplicity=2
C 1.29 3.62 0.63
N 0.87 4.83 0.43
H 1.27 2.83 1.46
H 2.00 3.24 -0.07
H -0.04 4.98 0.65
O -1.27 -3.75 0.22
C -0.65 -3.17 -0.70
C -0.33 -1.71 -0.56
H -0.30 -3.71 -1.63
H 0.72 -1.49 -0.31
H -0.71 -1.04 -1.37
H -0.81 -1.10 0.28

***

16
Properties=species:S:1:pos:R:3 method="wB97M-V/def2-TZVPD" energy_ha=-308.767636 total_charge=0 spin_multiplicity=1
C 1.08 0.03 1.76
C 0.15 0.28 0.60
O -0.76 1.18 0.73
C 0.72 0.15 -0.81
C -0.47 0.09 -1.81
O -1.70 -0.04 -1.07
H 0.51 0.05 2.69
H 1.61 -0.92 1.66
H 1.81 0.85 1.78
H -0.60 -1.07 0.53
H -1.54 0.74 -0.31
H 1.36 -0.73 -0.89
H 1.32 1.04 -1.01
H -0.40 -0.77 -2.48
H -0.54 1.00 -2.41
H -1.27 -0.83 -0.20

***

11
Properties=species:S:1:pos:R:3 method="wB97M-V/def2-TZVPD" energy_ha=-227.381362 total_charge=0 smiles=CNCC#N spin_multiplicity=1
C 0.35 1.10 -0.79
N -0.18 -0.23 -0.91
C -0.66 -0.88 0.32
C 0.17 -0.74 1.61
N 0.77 -0.40 2.56
H -0.50 1.74 -0.36
H 1.26 1.24 -0.07
H 0.70 1.39 -1.78
H 0.50 -0.86 -1.39
H -0.81 -1.91 0.15
H -1.59 -0.45 0.65

***

14
Properties=species:S:1:pos:R:3 method="wB97M-V/def2-TZVPD" energy_ha=-270.505759 total_charge=0 smiles="C=C(C=O)CC" spin_multiplicity=1
C -1.55 -1.27 -0.06
C -0.71 -0.26 0.21
C -1.29 1.12 -0.01
O -0.73 2.16 0.24
C 0.78 -0.31 0.65
C 1.69 0.27 -0.42
H -2.46 -0.84 -0.53
H -1.40 -2.39 -0.01
H -2.21 1.12 -0.63
H 0.90 0.31 1.51
H 1.13 -1.26 1.03
H 2.69 0.40 0.06
H 1.40 1.28 -0.63
H 1.77 -0.33 -1.40

***

66
Properties=species:S:1:pos:R:3 method="wB97M-V/def2-TZVPD" energy_ha=-1272.956183 total_charge=0 smiles=CO.CO.CO.CO.CO.CO.CO.CO.CO.CO.CO spin_multiplicity=1
C 0.94 -3.26 -1.29
O 1.47 -4.14 -0.32
H -0.12 -3.08 -1.11
H 1.41 -2.28 -1.30
H 1.09 -3.69 -2.29
H 2.33 -3.80 -0.05
C 0.69 3.73 -0.13
O -0.13 4.80 0.30
H 0.18 3.12 -0.87
H 1.59 4.14 -0.59
H 0.95 3.14 0.76
H -0.89 4.42 0.77
C 3.53 0.36 -1.14
O 2.94 -0.26 -2.29
H 3.90 -0.44 -0.50
H 4.32 1.04 -1.47
H 2.79 0.93 -0.57
H 3.62 -0.80 -2.70
C -3.18 -1.54 2.54
O -1.88 -1.82 3.04
H -3.43 -0.48 2.65
H -3.26 -1.77 1.48
H -3.87 -2.17 3.09
H -1.21 -1.48 2.42
C 2.63 1.06 3.51
O 2.71 0.58 2.16
H 3.53 1.61 3.78
H 1.78 1.74 3.60
H 2.48 0.21 4.17
H 3.32 1.15 1.67
C 3.53 -2.45 1.59
O 3.99 -3.46 0.68
H 4.15 -1.56 1.52
H 2.52 -2.19 1.29
H 3.54 -2.82 2.62
H 4.87 -3.72 0.97
C -5.08 -0.81 -0.84
O -4.15 0.14 -0.42
H -4.59 -1.78 -1.05
H -5.78 -0.98 -0.02
H -5.64 -0.57 -1.75
H -3.49 0.31 -1.12
C -2.88 1.19 -3.66
O -2.30 0.83 -2.41
H -3.75 1.81 -3.46
H -2.12 1.66 -4.29
H -3.21 0.29 -4.20
H -1.34 0.67 -2.55
C 0.12 -0.76 -3.98
O 0.33 0.31 -3.06
H 0.92 -0.76 -4.73
H 0.16 -1.71 -3.45
H -0.85 -0.66 -4.46
H 1.26 0.23 -2.76
C -0.47 -0.13 0.40
O 0.26 -0.75 1.45
H -1.37 -0.71 0.17
H -0.81 0.89 0.64
H 0.12 -0.05 -0.51
H 1.11 -0.30 1.54
C -1.26 2.74 2.96
O -1.91 3.31 1.85
H -1.31 1.64 3.00
H -0.23 3.08 3.02
H -1.71 3.07 3.91
H -2.81 2.98 1.79

***

106
Properties=species:S:1:pos:R:3 method="wB97M-V/def2-TZVPD" energy_ha=-54025.390999 total_charge=+1 spin_multiplicity=1
O 1.66 -7.61 0.37
C 1.08 -6.76 -0.21
I -0.47 -5.68 0.85
C 1.36 -6.42 -1.70
C 0.98 -4.98 -1.94
N -0.02 -4.72 -2.80
C -0.44 -3.48 -3.05
C 0.13 -2.39 -2.44
C -0.45 -1.02 -2.75
F -0.88 -1.03 -4.04
F 0.44 -0.03 -2.64
C -1.68 -0.74 -1.83
F -2.13 0.49 -1.97
F -1.27 -0.93 -0.57
F -2.64 -1.65 -2.05
C 1.19 -2.61 -1.54
C 1.85 -1.44 -0.82
O 1.40 -0.97 0.17
O 2.97 -0.93 -1.36
C 1.62 -3.92 -1.31
I 3.23 -4.17 0.02
H 2.41 -6.61 -1.93
H 0.69 -7.07 -2.27
H -0.47 -5.51 -3.25
H -1.28 -3.36 -3.73
H 3.30 -1.57 -2.01
Br 3.68 1.35 -2.21
C 3.84 2.08 -0.41
C 4.26 3.52 -0.43
Br 6.15 3.71 -0.82
H 4.54 1.44 0.13
H 2.85 1.98 0.03
H 4.12 3.97 0.55
H 3.72 4.11 -1.18
Br -2.61 5.30 -3.46
C -2.86 3.39 -3.74
C -1.85 2.84 -4.71
Br -2.30 3.31 -6.54
H -3.89 3.25 -4.06
H -2.73 2.94 -2.76
H -1.84 1.75 -4.68
H -0.84 3.21 -4.53
Br -2.16 9.56 -4.45
C -1.60 8.21 -5.73
C -0.11 8.23 -5.94
Br 0.42 9.72 -7.08
H -2.17 8.38 -6.64
H -1.90 7.26 -5.29
H 0.21 7.34 -6.47
H 0.45 8.33 -5.02
Br 2.25 -0.43 4.85
C 0.41 0.01 4.40
C 0.25 0.26 2.92
Br 0.93 2.00 2.39
H 0.13 0.87 5.00
H -0.17 -0.86 4.70
H -0.81 0.27 2.65
H 0.77 -0.48 2.31
Br -2.61 -4.52 3.33
C -2.69 -4.87 5.25
C -1.80 -6.02 5.63
Br -2.58 -7.73 5.14
H -3.74 -5.04 5.49
H -2.36 -3.95 5.72
H -1.68 -6.06 6.71
H -0.82 -5.97 5.16
Br -3.92 -7.48 1.04
C -5.34 -6.19 0.73
C -5.46 -5.85 -0.73
Br -4.04 -4.63 -1.29
H -5.13 -5.33 1.36
H -6.25 -6.68 1.08
H -6.39 -5.31 -0.92
H -5.41 -6.72 -1.38
Br 2.11 5.23 1.30
C 2.31 5.93 3.11
C 2.74 7.37 3.09
Br 4.63 7.53 2.66
H 3.01 5.28 3.62
H 1.32 5.83 3.56
H 2.63 7.81 4.07
H 2.20 7.97 2.36
Br 4.16 6.83 -1.72
C 5.16 8.49 -1.86
C 6.64 8.25 -1.78
Br 7.20 7.90 0.05
H 4.79 9.15 -1.08
H 4.90 8.90 -2.83
H 7.19 9.13 -2.08
H 6.96 7.40 -2.37
Br 4.89 -3.57 3.67
C 4.15 -4.49 5.21
C 2.86 -5.19 4.88
Br 1.38 -3.92 4.73
H 4.05 -3.75 5.99
H 4.90 -5.23 5.50
H 2.58 -5.87 5.68
H 2.89 -5.73 3.94
Br -9.14 -3.96 0.97
C -8.09 -2.33 0.90
C -6.63 -2.61 1.15
Br -6.27 -2.94 3.03
H -8.51 -1.64 1.63
H -8.23 -1.93 -0.10
H -6.02 -1.75 0.88
H -6.28 -3.48 0.60

***

10
Properties=species:S:1:pos:R:3 method="wB97M-V/def2-TZVPD" energy_ha=-264.029344 total_charge=0 spin_multiplicity=1
C -0.98 -0.13 -0.27
C -0.62 -0.22 1.14
C 0.12 -0.23 -1.06
C 0.79 -0.41 1.09
N 1.24 -0.57 -0.31
N 1.82 0.28 0.60
H -1.99 -0.04 -0.63
H -1.34 -0.15 1.95
H -0.10 -0.31 -2.22
H 1.06 1.78 -0.28

***

8
Properties=species:S:1:pos:R:3 method="wB97M-V/def2-TZVPD" energy_ha=-477.407357 total_charge=-1 smiles=CC[S-] spin_multiplicity=1
C 0.59 -0.23 0.49
C -0.56 0.07 -0.49
S -0.95 1.84 -0.64
H 0.40 0.24 1.46
H 0.70 -1.30 0.63
H 1.52 0.21 0.11
H -0.28 -0.36 -1.46
H -1.43 -0.46 -0.11

***

14
Properties=species:S:1:pos:R:3 method="wB97M-V/def2-TZVPD" energy_ha=-324.431014 total_charge=0 spin_multiplicity=3
C -1.95 -0.20 -0.04
C -2.83 -0.97 0.08
C 1.23 -0.12 0.21
C -1.01 0.95 -0.27
C 0.51 0.95 -0.16
N 2.63 -0.24 0.16
O 0.66 -1.32 0.45
H -0.13 -1.33 -0.10
H -3.56 -1.80 0.16
H -1.18 1.52 -1.26
H -1.51 1.81 0.30
H 0.99 1.73 -0.59
H 3.16 0.30 0.67
H 2.97 -1.27 0.37

***

82
Properties=species:S:1:pos:R:3 method="wB97M-V/def2-TZVPD" energy_ha=-2311.174906 total_charge=+1 spin_multiplicity=1
Al 1.11 0.32 -0.34
C 0.02 -0.29 1.87
C 0.08 1.12 1.43
C -2.00 0.23 0.87
C -1.24 -0.80 1.50
C -1.24 1.42 0.87
C 0.96 -0.97 2.78
H 1.95 -0.49 2.81
H 1.10 -2.02 2.49
H 0.57 -0.97 3.81
C -1.72 -2.18 1.72
H -1.13 -2.68 2.49
H -1.65 -2.78 0.80
H -2.78 -2.18 2.03
C -3.37 0.07 0.35
H -3.99 -0.49 1.06
H -3.38 -0.47 -0.61
H -3.84 1.05 0.18
C -1.77 2.76 0.56
H -2.44 3.11 1.37
H -2.36 2.75 -0.37
H -0.97 3.50 0.45
C 0.92 2.16 2.09
H 0.44 2.51 3.03
H 1.05 3.04 1.44
H 1.92 1.79 2.34
C 5.47 -0.46 -2.63
C 5.94 -0.03 -1.43
C 6.74 1.22 -1.24
C 6.30 2.43 -2.12
C 4.83 2.53 -2.35
C 4.24 2.11 -3.50
C 4.89 1.21 -4.50
C 5.87 0.14 -3.94
H 7.82 1.04 -1.43
H 6.88 2.41 -3.06
H 6.68 1.52 -0.18
H 6.89 0.54 -3.92
H 4.94 -1.41 -2.70
H 6.02 -0.74 -0.60
H 5.90 -0.68 -4.68
H 4.10 0.69 -5.06
H 3.31 2.55 -3.88
H 5.45 1.80 -5.26
H 6.64 3.34 -1.59
H 4.30 3.16 -1.63
P 2.78 -1.12 -0.78
C 3.11 -2.80 -1.22
C 3.79 -0.39 0.57
P 1.39 1.43 -2.32
C 2.76 0.09 -2.23
C 1.67 3.17 -1.96
C 0.23 1.11 -3.64
H 2.16 -3.24 -1.56
H 3.47 -3.33 -0.32
H 3.86 -2.86 -2.02
H 4.51 0.34 0.19
H 4.32 -1.21 1.05
H 3.18 0.13 1.34
H 0.79 0.97 -4.58
H -0.45 1.97 -3.72
H -0.34 0.21 -3.39
H 2.80 -0.45 -3.18
H 3.69 0.63 -2.08
H 0.73 3.71 -2.16
H 2.46 3.59 -2.58
H 1.93 3.32 -0.90
C -1.13 -4.30 -3.53
Si -2.06 -2.95 -2.61
C -3.20 -2.02 -3.77
C -3.13 -3.74 -1.27
C -0.82 -1.76 -1.87
C 0.00 -1.02 -1.32
H -1.82 -4.97 -4.06
H -0.53 -4.90 -2.83
H -0.44 -3.85 -4.26
H -3.97 -2.68 -4.19
H -3.70 -1.19 -3.25
H -2.63 -1.59 -4.61
H -2.52 -4.31 -0.55
H -3.70 -2.99 -0.71
H -3.85 -4.44 -1.74